One molecule with the formula C25H27N5O3S. Source: OMol25; level of theory: ωB97M-V with the def2-TZVPD basis set.

CARTESIAN COORDINATES (ANGSTROEM)
C (5.465, 1.705, 0.605)
C (4.154, 0.970, 0.360)
C (4.051, 0.465, -1.077)
C (2.739, -0.277, -1.335)
N (2.651, -1.505, -0.574)
C (1.852, -1.658, 0.492)
O (1.080, -0.795, 0.873)
C (1.977, -3.003, 1.197)
C (0.651, -3.342, 1.889)
N (-0.401, -3.556, 0.921)
C (-1.301, -2.673, 1.118)
C (-2.492, -2.389, 0.362)
C (-2.928, -3.188, -0.692)
C (-4.054, -2.828, -1.403)
C (-4.745, -1.663, -1.079)
C (-4.321, -0.854, -0.047)
C (-3.190, -1.206, 0.690)
N (-2.756, -0.345, 1.668)
C (-1.718, -0.641, 2.356)
S (-1.004, 0.528, 3.429)
C (-1.936, 1.976, 2.848)
C (-2.014, 2.148, 1.331)
O (-2.969, 2.708, 0.843)
N (-0.932, 1.728, 0.631)
C (-0.915, 1.675, -0.784)
C (-0.787, 0.435, -1.398)
C (-0.775, 0.331, -2.776)
C (-0.893, 1.474, -3.548)
C (-1.002, 2.709, -2.935)
C (-1.009, 2.838, -1.551)
C (-1.099, 4.186, -0.912)
N (-1.041, -1.823, 2.205)
C (0.192, -2.164, 2.743)
O (0.705, -1.649, 3.699)
H (5.518, 2.058, 1.632)
H (5.551, 2.563, -0.058)
H (6.314, 1.048, 0.424)
H (3.315, 1.638, 0.564)
H (4.076, 0.128, 1.051)
H (4.106, 1.310, -1.765)
H (4.893, -0.198, -1.295)
H (2.644, -0.518, -2.399)
H (1.890, 0.343, -1.041)
H (3.306, -2.235, -0.808)
H (2.234, -3.793, 0.492)
H (2.758, -2.919, 1.957)
H (0.778, -4.238, 2.505)
H (-2.369, -4.080, -0.926)
H (-4.398, -3.448, -2.216)
H (-5.620, -1.387, -1.649)
H (-4.830, 0.062, 0.205)
H (-2.955, 1.928, 3.231)
H (-1.429, 2.839, 3.284)
H (-0.280, 1.097, 1.085)
H (-0.697, -0.450, -0.787)
H (-0.685, -0.639, -3.241)
H (-0.893, 1.405, -4.625)
H (-1.080, 3.600, -3.541)
H (-2.091, 4.323, -0.483)
H (-0.376, 4.274, -0.102)
H (-0.918, 4.972, -1.641)

Output
- calculated total energy (eV) = -50794.326
- energy relative to the best compared isomer or geometry (same formula, charge and spin) (eV) = 0.000
- spin multiplicity = 1
- net charge = 0
- HOMO energy (eV) = -8.18